Record 1
{"formula": "C24H25AlF7INO22S", "method": "the ωB97M-V functional and the def2-TZVPD basis", "homo_energy_ev": -5.40, "total_charge": -1, "e_tot_ev": -116386.721, "homo_lumo_gap_ha": 0.2493, "multiplicity": 1, "lumo_energy_ev": 1.38, "elements": ["O", "C", "I", "C", "Al", "N", "C", "S", "H", "H", "H", "H", "C", "C", "O", "C", "O", "O", "F", "H", "H", "H", "C", "C", "O", "C", "O", "O", "F", "H", "H", "H", "C", "C", "O", "C", "O", "O", "F", "H", "H", "H", "C", "C", "O", "C", "O", "O", "F", "H", "H", "H", "C", "C", "O", "C", "O", "O", "F", "H", "H", "H", "C", "C", "O", "C", "O", "O", "F", "H", "H", "H", "C", "C", "O", "C", "O", "O", "F", "H", "H", "H"], "coordinates": [[-0.98461, 0.48455, 1.34953], [-0.35559, 1.11212, 0.53240], [1.40250, 2.24304, 1.12660], [-0.87669, 1.06019, -0.94375], [-0.35849, -0.83286, -1.62805], [1.36050, -0.60890, -2.54962], [2.23072, -1.12816, -1.93153], [3.22923, -1.69531, -0.74379], [-1.98897, 1.19352, -0.94994], [-0.34357, 1.85626, -1.53516], [-0.05105, -1.83385, -0.40812], [-1.46153, -1.40479, -2.62844], [5.97192, 4.60870, 3.26728], [6.24157, 3.33977, 2.51446], [5.09791, 3.20380, 1.69454], [4.65851, 4.47459, 1.45756], [3.88821, 4.76620, 0.60240], [5.22055, 5.36639, 2.32133], [6.30342, 2.27505, 3.35382], [5.36790, 4.44510, 4.16304], [6.88438, 5.12897, 3.55107], [7.13852, 3.36796, 1.88997], [-0.84880, -6.13968, -4.03172], [-0.79593, -5.03603, -5.04567], [-1.84432, -4.17894, -4.64210], [-1.95240, -4.34024, -3.28470], [-2.53315, -3.59801, -2.57318], [-1.29622, -5.45972, -2.86435], [-1.07367, -5.50348, -6.29466], [-1.56852, -6.91938, -4.29643], [0.12328, -6.60020, -3.86867], [0.14600, -4.48295, -5.06022], [-4.00671, -2.41662, -6.25891], [-4.16074, -2.11048, -7.71862], [-5.42721, -1.48570, -7.78194], [-5.60074, -0.87695, -6.56954], [-6.41893, -0.04319, -6.35305], [-4.71588, -1.34042, -5.64842], [-4.20103, -3.24885, -8.45855], [-4.47160, -3.36405, -5.97669], [-2.96530, -2.43038, -5.94374], [-3.39916, -1.43776, -8.12076], [-3.69756, 2.16691, 1.91751], [-3.67205, 3.23527, 0.86781], [-4.70657, 4.11397, 1.28444], [-4.76789, 3.99689, 2.63882], [-5.32785, 4.77046, 3.35416], [-4.10768, 2.89515, 3.07812], [-3.99171, 2.73593, -0.34855], [-4.42919, 1.38451, 1.70359], [-2.72257, 1.70386, 2.06595], [-2.72854, 3.78290, 0.80417], [-5.98493, 4.05310, 6.55491], [-5.12130, 3.20849, 7.44255], [-5.84982, 3.17395, 8.65660], [-7.16298, 3.30052, 8.30473], [-8.07518, 3.04948, 9.02497], [-7.29659, 3.74261, 7.02603], [-3.92431, 3.80203, 7.67177], [-5.79767, 5.12179, 6.68051], [-5.87464, 3.80022, 5.50181], [-4.96293, 2.18969, 7.08063], [9.21641, 6.29286, 7.47044], [9.49185, 5.02196, 6.72211], [8.34892, 4.88441, 5.89952], [7.90934, 6.15335, 5.65955], [7.13971, 6.44171, 4.80022], [8.46697, 7.04622, 6.52054], [9.55282, 3.96223, 7.56233], [8.61039, 6.12986, 8.36459], [10.12838, 6.81617, 7.75500], [10.39003, 5.05030, 6.10015], [1.17582, -10.24158, -6.70777], [0.02889, -9.60325, -5.98095], [0.66169, -8.61489, -5.19041], [1.78281, -8.25138, -5.88324], [2.41175, -7.27021, -5.66488], [2.08119, -9.15300, -6.85881], [-0.58346, -10.48983, -5.15855], [1.65242, -11.03345, -6.12509], [0.88364, -10.64560, -7.67637], [-0.71193, -9.13290, -6.63262]], "mulliken_charge": [-0.57, 0.19, -0.10, -0.20, 0.16, -0.36, 0.27, -0.37, -0.03, 0.39, -0.25, -0.18, -0.18, 0.40, -0.24, 0.55, -0.48, -0.34, -0.29, 0.20, 0.12, 0.28, -0.24, 0.36, -0.20, 0.45, -0.44, -0.34, -0.31, 0.24, 0.16, 0.34, -0.12, 0.37, -0.32, 0.59, -0.52, -0.27, -0.29, 0.17, 0.11, 0.30, -0.20, 0.36, -0.34, 0.64, -0.53, -0.31, -0.28, 0.24, 0.14, 0.32, -0.16, 0.35, -0.33, 0.66, -0.52, -0.31, -0.28, 0.22, 0.06, 0.30, -0.46, 0.29, -0.25, 0.68, -0.51, -0.35, -0.27, 0.29, 0.27, 0.28, -0.47, 0.30, -0.24, 0.65, -0.49, -0.33, -0.29, 0.29, 0.28, 0.30]}



Record 2
{"formula": "C18H20ClNO3S", "method": "the ωB97M-V functional and the def2-TZVPD basis", "homo_energy_ev": -8.47, "total_charge": 0, "e_tot_ev": -49980.874, "smiles": "COc1ccccc1OCC(=O)NCCSCc1ccccc1Cl", "homo_lumo_gap_ha": 0.3359, "multiplicity": 1, "lumo_energy_ev": 0.67, "elements": ["C", "O", "C", "C", "C", "C", "C", "C", "O", "C", "C", "O", "N", "C", "C", "S", "C", "C", "C", "C", "C", "C", "C", "Cl", "H", "H", "H", "H", "H", "H", "H", "H", "H", "H", "H", "H", "H", "H", "H", "H", "H", "H", "H", "H"], "coordinates": [[-4.50502, -2.72181, 1.03787], [-3.69246, -1.60181, 0.78603], [-4.28348, -0.43872, 0.37056], [-5.65614, -0.28003, 0.22504], [-6.20203, 0.93388, -0.15691], [-5.38053, 2.01611, -0.40122], [-4.01110, 1.86834, -0.28122], [-3.44542, 0.65681, 0.09346], [-2.07752, 0.65588, 0.21195], [-1.35449, -0.52269, -0.08073], [0.10290, -0.19099, -0.40370], [0.87651, -1.05115, -0.76946], [0.42166, 1.10484, -0.25011], [1.76235, 1.61194, -0.40148], [2.33360, 2.05084, 0.94471], [4.06833, 2.58276, 0.80102], [4.93895, 1.01794, 1.20377], [4.66032, -0.05261, 0.20279], [5.17530, 0.06241, -1.08559], [4.91375, -0.89085, -2.05022], [4.12705, -1.98811, -1.74071], [3.60534, -2.12729, -0.46862], [3.86913, -1.16218, 0.48872], [3.18057, -1.37859, 2.06530], [-5.05488, -3.03094, 0.14329], [-5.20936, -2.53330, 1.85429], [-3.81989, -3.51606, 1.33066], [-6.31737, -1.10796, 0.42419], [-7.27280, 1.02491, -0.25511], [-5.79633, 2.96790, -0.69227], [-3.34580, 2.69540, -0.47474], [-1.78014, -1.04913, -0.94198], [-1.35655, -1.21400, 0.77069], [-0.30055, 1.72508, 0.08529], [2.36072, 0.80198, -0.82543], [1.76711, 2.45841, -1.09582], [2.29237, 1.23982, 1.66986], [1.78419, 2.90919, 1.33331], [4.64232, 0.72750, 2.21015], [5.99262, 1.29574, 1.19771], [5.77738, 0.92789, -1.32135], [5.32103, -0.77621, -3.04331], [3.91120, -2.73407, -2.48934], [2.97712, -2.96707, -0.22136]], "mulliken_charge": [-0.99, -0.32, 1.01, -0.50, -0.72, -0.63, -0.53, 0.20, -0.31, 0.02, 0.06, -0.60, -0.01, -0.52, -0.57, -0.12, -1.36, -0.19, -0.16, -0.77, -0.38, -0.66, 1.29, -0.22, 0.39, 0.37, 0.24, 0.38, 0.38, 0.38, 0.39, 0.34, 0.24, 0.23, 0.14, 0.34, 0.26, 0.45, 0.45, 0.43, 0.40, 0.39, 0.38, 0.38]}



Question: Number 1 is which compound?
Answer: C24H25AlF7INO22S



Question: Which formula does entry 1 have?
Answer: C24H25AlF7INO22S



Question: Look up the multiplicity of the second one.
Answer: 1